No. 1
{
  "formula": "C45H46LuN8O6S",
  "method": "ωB97M-V/def2-TZVPD",
  "elements": ["Lu", "C", "C", "C", "C", "N", "C", "C", "C", "C", "C", "C", "N", "C", "C", "C", "C", "C", "N", "H", "H", "H", "H", "H", "H", "H", "H", "H", "H", "H", "N", "C", "C", "C", "C", "C", "C", "C", "C", "C", "C", "C", "C", "H", "H", "H", "H", "H", "H", "H", "H", "H", "H", "O", "C", "O", "C", "N", "C", "C", "C", "H", "H", "H", "H", "H", "H", "H", "H", "H", "C", "C", "C", "C", "C", "C", "C", "S", "O", "O", "N", "C", "C", "C", "O", "O", "H", "H", "H", "H", "H", "H", "H", "H", "H", "H", "H", "H", "N", "C", "C", "N", "C", "H", "H", "H", "H"],
  "coordinates": [[2.85789, -20.26845, 7.83639], [5.50625, -22.29109, 4.37850], [4.56987, -22.70526, 3.43185], [3.22920, -22.36522, 3.63349], [2.82021, -21.72486, 4.80671], [3.70576, -21.39939, 5.78184], [5.00195, -21.76986, 5.58551], [1.41196, -21.34072, 4.91005], [0.55401, -21.47623, 3.80848], [-0.80151, -21.14656, 3.95021], [-1.25281, -20.80841, 5.23466], [-0.36670, -20.80051, 6.32648], [0.97675, -20.97257, 6.15716], [-0.85326, -20.70520, 7.68044], [-2.23942, -20.88868, 7.95903], [-2.70720, -20.77302, 9.26981], [-1.76495, -20.60448, 10.29995], [-0.40994, -20.63039, 9.94188], [0.05041, -20.65534, 8.67196], [6.56938, -22.47746, 4.28563], [4.86656, -23.28991, 2.52390], [2.52905, -22.66851, 2.82994], [5.67475, -21.65221, 6.46645], [0.99060, -21.73180, 2.85916], [-1.50060, -21.15051, 3.09572], [-2.31757, -20.61081, 5.42856], [-2.92495, -21.04590, 7.11438], [-3.76323, -20.78734, 9.51517], [-2.11487, -20.44590, 11.32320], [0.36703, -20.57413, 10.67604], [1.56778, -18.29962, 7.38366], [1.50676, -17.03542, 8.11318], [1.67364, -15.82999, 7.45868], [1.39242, -14.59372, 8.04556], [0.97393, -14.57114, 9.35240], [0.91467, -15.78281, 10.09178], [1.33208, -17.01298, 9.52614], [1.67592, -18.13483, 10.41657], [1.26760, -17.97967, 11.78136], [1.81754, -18.72427, 12.79481], [2.73499, -19.70297, 12.47658], [2.95186, -19.99160, 11.13604], [2.47124, -19.23432, 10.10160], [1.78711, -18.18495, 6.38489], [0.67265, -18.77602, 7.50347], [2.00288, -15.81997, 6.43727], [1.47856, -13.67277, 7.46884], [0.66891, -13.66568, 9.85543], [0.54840, -15.75363, 11.11970], [0.41259, -17.35232, 12.02165], [1.51110, -18.59661, 13.83992], [3.19530, -20.36586, 13.21318], [3.68023, -20.78269, 10.93735], [4.82097, -17.57834, 4.50783], [3.70920, -18.24583, 4.12531], [2.87752, -18.66474, 4.89141], [3.67922, -18.48265, 2.59447], [4.63568, -17.61412, 1.88969], [4.03183, -17.22408, 0.58035], [2.53231, -17.12229, 0.90399], [2.30147, -18.26269, 1.95843], [3.93975, -19.57867, 2.53343], [5.52497, -18.09601, 1.74429], [5.23227, -17.20153, 3.68484], [4.19624, -17.96956, -0.20950], [4.44147, -16.26879, 0.28223], [1.96614, -17.30738, -0.01938], [2.25869, -16.14438, 1.31859], [1.92828, -19.19112, 1.48862], [1.59832, -17.96189, 2.74736], [-2.69870, -25.00427, 8.99762], [-1.34525, -25.34909, 8.49630], [-0.81136, -24.81535, 7.30246], [0.47701, -25.16234, 6.92395], [1.28880, -26.02023, 7.70930], [0.70872, -26.64008, 8.84228], [-0.54147, -26.21025, 9.27087], [3.04242, -26.17588, 7.51499], [3.41894, -27.54198, 7.22785], [3.47565, -25.02598, 6.74373], [3.66559, -25.97254, 9.03666], [3.52419, -24.77011, 9.81237], [4.56059, -23.73317, 9.37764], [3.96510, -22.45329, 8.82087], [4.74425, -21.44961, 8.54242], [2.66655, -22.30702, 8.67036], [-3.42036, -25.21251, 8.22154], [-2.78317, -23.94199, 9.27043], [-2.96088, -25.61445, 9.87766], [-1.36558, -24.15353, 6.65643], [0.88761, -24.73916, 5.99491], [1.32577, -27.34242, 9.45332], [-0.89822, -26.52424, 10.26132], [3.56678, -26.83397, 9.54982], [3.70964, -25.13059, 10.81069], [2.50680, -24.33680, 9.80409], [5.30593, -24.10732, 8.64460], [5.17493, -23.41123, 10.24451], [6.78523, -17.72898, 7.51169], [6.01982, -16.82571, 8.20828], [4.81532, -17.43846, 8.44505], [4.79398, -18.67601, 7.81937], [6.00809, -18.81789, 7.28922], [7.73804, -17.53201, 7.15607], [6.37002, -15.85171, 8.53582], [4.05909, -17.19338, 9.16660], [6.36894, -19.71752, 6.72842]],
  "mulliken_charge": [3.1240, -1.6160, -0.8658, -0.8861, 0.6916, 1.0807, -0.8235, 0.4476, -0.7908, -1.4970, -0.9483, 0.1234, 1.1908, 1.0498, -0.9513, -0.8208, -1.2259, -0.5494, 0.5741, 0.5560, 0.4453, 0.3462, 0.6971, 0.3453, 0.4366, 0.4754, 0.2896, 0.4781, 0.4692, 0.7498, 0.0340, -0.3161, -0.3490, -0.8555, -0.7321, -0.9627, 0.4549, 1.4868, -1.3526, -1.1892, -0.6761, -0.3940, 0.9283, 0.1980, 0.2782, 0.5100, 0.4290, 0.4097, 0.2584, 0.3595, 0.3585, 0.4052, 0.2612, -0.4322, -0.5237, -0.2679, 0.9142, -0.6207, -0.6447, -0.7185, -0.3184, 0.1431, 0.2486, 0.4242, 0.3018, 0.3735, 0.3501, 0.2913, 0.2533, 0.1642, -1.3344, 0.9104, -0.3209, -0.3123, 0.1923, -0.8054, -0.7148, 1.1440, -0.7273, -0.4027, -0.3547, -0.6621, -0.8862, 0.5334, -0.6507, -0.3745, 0.3733, 0.1655, 0.3747, 0.4558, 0.3022, 0.3180, 0.3077, 0.3272, 0.5155, 0.1897, 0.3447, 0.3163, -0.0355, -0.8878, -0.3695, 0.4147, -0.5969, 0.2816, 0.4162, 0.2487, 0.2256],
  "e_tot_ev": -116072.628,
  "relative_energy_kj_mol": 0.0,
  "homo_energy_ev": -9.3,
  "lumo_ev": -3.15,
  "total_charge": 1
}

---

No. 2
{
  "formula": "C45H46N3O5TeTi",
  "method": "ωB97M-V/def2-TZVPD",
  "elements": ["Ti", "C", "O", "C", "C", "O", "C", "C", "O", "C", "H", "H", "H", "H", "H", "H", "H", "H", "H", "H", "H", "H", "H", "H", "C", "C", "C", "C", "C", "O", "C", "C", "C", "C", "C", "C", "C", "O", "C", "C", "C", "N", "C", "C", "Te", "C", "C", "C", "C", "C", "C", "C", "C", "C", "C", "C", "C", "H", "H", "H", "H", "H", "H", "H", "H", "H", "H", "H", "H", "H", "H", "H", "H", "H", "H", "H", "H", "H", "H", "H", "H", "C", "C", "C", "C", "N", "C", "C", "C", "C", "C", "C", "N", "H", "H", "H", "H", "H", "H", "H", "H"],
  "coordinates": [[-0.05412, -0.03079, -0.24110], [-0.14775, 1.78278, -2.90301], [-0.30987, 1.71339, -1.46510], [0.01698, 2.97744, -0.82370], [-0.68628, 2.93852, 0.50432], [-0.34162, 1.69379, 1.15616], [0.46900, 1.80918, 2.35613], [1.90340, 1.58728, 1.96036], [1.87222, 0.38482, 1.19524], [3.18910, -0.16750, 1.01674], [-0.85824, 2.51442, -3.28854], [0.87275, 2.07654, -3.14157], [-0.36755, 0.79808, -3.31039], [1.10470, 3.04018, -0.74616], [-0.35826, 3.79298, -1.44518], [-0.40546, 3.78234, 1.13284], [-1.77070, 2.93711, 0.37834], [0.28266, 2.77260, 2.82667], [0.12206, 1.01856, 3.02258], [2.31510, 2.39792, 1.35071], [2.53135, 1.46507, 2.84707], [3.52294, -0.60136, 1.96150], [3.13378, -0.93094, 0.24651], [3.87659, 0.61264, 0.69391], [3.09608, -1.75679, -6.33922], [2.61518, -1.32851, -4.98757], [3.30120, -0.35761, -4.25555], [2.88782, 0.08139, -2.99291], [3.50077, 1.27588, -2.31952], [3.05142, 1.65318, -1.24385], [4.57924, 2.03516, -2.99014], [4.46534, 2.48744, -4.30622], [5.45843, 3.28769, -4.84697], [6.57442, 3.61374, -4.09038], [6.69253, 3.16306, -2.78224], [5.68785, 2.39450, -2.22247], [1.78196, -0.58325, -2.44870], [1.37365, -0.34792, -1.18575], [1.02887, -1.52805, -3.15472], [1.45915, -1.87579, -4.44396], [-0.15208, -2.14370, -2.55266], [-0.70413, -1.73440, -1.43278], [-1.76488, -2.62878, -0.86141], [-1.17957, -3.83919, -0.15601], [-2.64990, -4.68440, 1.16954], [-2.81246, -6.52319, 0.18481], [-2.09968, -7.62344, 0.65080], [-2.21000, -8.84055, -0.00397], [-3.02584, -8.95889, -1.11959], [-3.74039, -7.86276, -1.58274], [-3.64074, -6.64462, -0.92978], [-0.70826, -3.28614, -3.33383], [-0.00303, -4.48586, -3.39743], [-0.50990, -5.54221, -4.13892], [-1.69474, -5.38964, -4.84482], [-2.37773, -4.18202, -4.81151], [-1.89070, -3.12951, -4.05212], [4.02979, -1.26506, -6.60252], [2.35828, -1.51956, -7.10650], [3.26260, -2.83378, -6.36298], [4.18708, 0.08470, -4.68742], [3.59388, 2.24690, -4.90211], [5.36209, 3.65605, -5.85852], [7.35368, 4.22754, -4.52009], [7.56537, 3.41944, -2.19860], [5.76686, 2.06004, -1.19691], [0.88959, -2.59235, -5.01905], [-2.45510, -2.94465, -1.63912], [-2.35157, -2.04200, -0.17019], [-0.27338, -3.59934, 0.39784], [-0.94028, -4.63225, -0.85826], [-1.46642, -7.53765, 1.52450], [-1.66595, -9.69949, 0.36413], [-3.11796, -9.91212, -1.62205], [-4.39154, -7.96329, -2.44044], [-4.22237, -5.79851, -1.27390], [0.93052, -4.60222, -2.86034], [0.02599, -6.48007, -4.17297], [-2.08214, -6.20994, -5.43215], [-3.28927, -4.05888, -5.37939], [-2.42840, -2.18866, -4.02811], [0.21691, -2.62174, 3.23707], [-1.01564, -2.43241, 3.84387], [-1.95890, -1.62190, 3.22734], [-1.64838, -1.01671, 2.01670], [-0.42955, -1.17453, 1.45397], [0.47491, -1.96499, 2.04981], [-2.64058, -0.27263, 1.20463], [-3.98345, -0.19686, 1.54286], [-4.87784, 0.37570, 0.64705], [-4.41095, 0.83473, -0.57186], [-3.05805, 0.72364, -0.84649], [-2.19053, 0.19536, 0.01796], [0.96830, -3.26613, 3.66992], [-1.25256, -2.92337, 4.77818], [-2.92964, -1.49012, 3.67894], [1.42480, -2.07313, 1.54464], [-4.34453, -0.59068, 2.48015], [-5.92799, 0.43905, 0.89690], [-5.07401, 1.26810, -1.30618], [-2.64813, 1.06807, -1.78634]],
  "mulliken_charge": [-0.9705, -1.0767, 0.7030, -0.5055, -0.8745, -0.0457, -0.8016, -0.5406, 0.4258, -1.5009, 0.4654, 0.1928, 0.3146, 0.0511, 0.7327, 0.7195, 0.2121, 0.6485, 0.1501, 0.1761, 0.6495, 0.4563, 0.4006, 0.3979, -1.6194, -0.4603, -0.9519, 0.5296, 0.8528, -0.4547, 0.0922, -0.3005, -0.9243, -0.5203, -0.7194, -0.3412, -0.5091, -0.0764, 0.3599, -0.7997, 0.9607, 0.6521, -1.4811, -0.8946, 0.3192, 0.0356, -0.3595, -0.5516, -0.4782, -0.6424, -0.1557, -0.0286, 0.2103, -1.1530, -0.5968, -1.1507, 0.0619, 0.4042, 0.3950, 0.3654, 0.7290, 0.5282, 0.4371, 0.4304, 0.4442, 0.4155, 0.7258, 0.5004, 0.7836, 0.1939, 0.5851, 0.3914, 0.4085, 0.4306, 0.4448, 0.3983, 0.5697, 0.5110, 0.4959, 0.4816, 0.5405, -1.2240, -0.9965, -0.6359, 0.5324, 2.3040, -0.8773, 0.5610, -0.7319, -0.9500, -1.1437, -0.4342, 1.4924, 0.6064, 0.5055, 0.5314, 0.5488, 0.5243, 0.4981, 0.5361, 0.4581],
  "e_tot_ev": -92506.023,
  "relative_energy_kj_mol": 0.0,
  "homo_energy_ev": -14.5,
  "lumo_ev": -9.75,
  "total_charge": 3
}